# 1
86
Properties=species:S:1:pos:R:3 method="wB97M-V/def2-TZVPD" e_homo_ha=-0.330 smiles=COC[C@H](C)N.COC[C@H](C)N.COC[C@H](C)N.COC[C@H](C)N.O.O.O.O.O.O relative_energy_kcal_mol=67.9
C -14.192 19.031 35.088
O -13.940 20.121 34.303
C -15.093 20.903 34.055
C -16.166 20.279 33.078
C -15.675 20.292 31.609
N -17.410 21.088 33.092
H -14.719 19.302 36.003
H -13.233 18.587 35.356
H -14.745 18.241 34.579
H -15.598 21.235 34.961
H -14.682 21.777 33.549
H -16.359 19.238 33.334
H -16.237 19.512 31.097
H -14.624 20.013 31.529
H -15.816 21.211 31.040
H -17.297 22.083 32.964
H -17.777 21.111 34.033
C -9.255 28.641 33.981
O -10.163 28.946 35.010
C -11.152 27.978 35.070
C -12.026 28.151 36.296
C -13.103 27.062 36.460
N -12.906 29.351 36.188
H -9.592 28.665 32.945
H -8.597 27.782 34.115
H -8.542 29.462 33.898
H -11.818 27.913 34.209
H -10.725 26.976 35.122
H -11.400 28.252 37.182
H -12.653 26.096 36.688
H -13.777 27.135 35.606
H -13.565 27.221 37.434
H -13.370 29.535 37.066
H -12.333 30.179 36.113
C -18.276 33.730 32.739
O -18.683 32.379 32.606
C -19.873 32.349 31.757
C -20.508 30.906 31.844
C -20.743 30.416 33.275
N -19.707 29.893 31.143
H -17.868 34.210 31.849
H -17.541 33.638 33.538
H -19.009 34.465 33.074
H -20.713 32.987 32.031
H -19.618 32.551 30.717
H -21.511 30.883 31.418
H -21.295 29.476 33.248
H -21.225 31.148 33.923
H -19.719 30.281 33.625
H -18.748 30.203 31.206
H -19.792 30.211 30.188
C -19.752 20.549 37.381
O -20.155 21.451 36.431
C -21.544 21.689 36.450
C -21.840 22.957 35.691
C -22.990 23.678 36.385
N -22.291 22.619 34.354
H -18.668 20.455 37.436
H -20.258 19.585 37.428
H -19.940 21.095 38.306
H -22.013 20.764 36.115
H -21.812 21.888 37.488
H -20.983 23.629 35.652
H -23.883 23.054 36.425
H -23.234 24.571 35.809
H -22.697 24.040 37.370
H -21.513 22.131 33.935
H -22.361 23.452 33.788
O -15.985 29.468 33.287
H -15.660 29.636 34.171
H -16.437 30.275 33.041
O -14.642 25.778 31.504
H -14.624 26.589 32.013
H -13.799 25.760 31.052
O -18.461 25.982 32.779
H -17.536 26.227 32.810
H -18.917 26.795 32.560
O -22.401 26.009 30.812
H -23.207 26.449 30.541
H -21.723 26.681 30.735
O -20.542 22.160 29.934
H -20.021 21.588 30.497
H -20.535 23.007 30.380
O -17.589 24.985 28.612
H -16.969 25.046 29.339
H -18.309 24.455 28.955



# 2
104
Properties=species:S:1:pos:R:3 method="wB97M-V/def2-TZVPD" e_homo_ha=-0.302 smiles="COC[C@H](C)N.COC[C@H](C)N.NC(N)=O.NC(N)=O.NC(N)=O.NC(N)=O.NC(N)=O.NC(N)=O.NC(N)=O.NC(N)=O.O.O" relative_energy_kcal_mol=0.0
C 12.234 3.430 3.685
O 11.576 4.722 3.673
C 10.682 4.870 4.758
C 10.294 6.336 4.913
C 11.329 7.298 5.545
N 9.126 6.297 5.810
H 12.543 3.304 2.648
H 11.474 2.659 3.831
H 13.028 3.383 4.425
H 9.813 4.238 4.539
H 11.051 4.476 5.714
H 9.918 6.626 3.931
H 11.185 8.331 5.218
H 12.360 7.029 5.312
H 11.125 7.387 6.612
H 9.392 5.826 6.671
H 8.892 7.220 6.160
C 11.587 11.473 -0.296
O 11.425 12.291 -1.430
C 10.685 11.673 -2.430
C 10.200 12.763 -3.424
C 9.497 12.103 -4.609
N 11.286 13.607 -3.909
H 12.212 10.590 -0.454
H 10.577 11.166 0.007
H 11.985 12.035 0.548
H 11.167 10.822 -2.933
H 9.771 11.198 -2.046
H 9.480 13.383 -2.885
H 10.257 11.486 -5.090
H 8.974 12.735 -5.329
H 8.643 11.505 -4.267
H 10.981 14.202 -4.670
H 12.060 13.083 -4.302
N 8.140 5.843 1.700
C 7.300 6.882 1.424
N 6.242 6.946 2.258
O 7.453 7.707 0.519
H 8.935 5.913 1.065
H 8.196 5.645 2.684
H 5.565 7.689 2.227
H 5.947 6.243 2.915
N 9.385 9.990 2.366
C 9.615 11.114 3.077
N 8.849 12.170 2.634
O 10.441 11.216 3.986
H 10.119 9.318 2.533
H 8.757 9.925 1.580
H 8.107 11.934 1.990
H 8.963 13.093 3.015
N 5.869 10.434 2.742
C 4.592 10.881 2.738
N 4.140 11.615 1.706
O 3.915 10.691 3.763
H 6.230 9.913 3.514
H 6.431 10.587 1.905
H 4.757 11.854 0.947
H 3.207 11.965 1.830
N 12.687 6.622 1.948
C 11.980 6.867 0.819
N 10.916 6.045 0.658
O 12.316 7.743 0.023
H 13.519 7.171 2.063
H 12.301 6.043 2.678
H 10.849 5.243 1.261
H 10.514 6.194 -0.257
N 6.928 14.924 2.820
C 6.913 14.804 1.487
N 5.939 14.034 0.947
O 7.777 15.283 0.733
H 6.180 14.551 3.378
H 7.846 14.960 3.255
H 5.265 13.602 1.551
H 6.032 14.075 -0.053
N 13.392 10.642 3.947
C 13.931 11.875 3.766
N 15.136 12.095 4.369
O 13.383 12.678 3.016
H 13.871 9.971 4.525
H 12.388 10.523 3.888
H 15.597 11.263 4.690
H 15.662 12.857 3.977
N 6.983 9.550 -1.356
C 6.990 10.807 -0.838
N 6.756 11.705 -1.812
O 7.152 11.083 0.366
H 6.757 9.382 -2.318
H 7.245 8.691 -0.846
H 6.839 12.677 -1.551
H 6.409 11.517 -2.730
N 10.898 16.975 3.343
C 10.121 16.079 3.967
N 9.961 16.254 5.301
O 9.702 15.026 3.464
H 11.066 17.904 3.676
H 11.006 16.741 2.365
H 9.383 15.573 5.755
H 10.363 17.072 5.720
O 10.215 13.992 0.631
H 9.340 14.420 0.713
H 10.442 13.732 1.528
O 11.018 13.223 6.516
H 11.150 13.126 5.562
H 10.082 13.054 6.648



# 3
100
Properties=species:S:1:pos:R:3 method="wB97M-V/def2-TZVPD" e_homo_ha=-0.330
O 0.246 -4.481 0.076
C -0.700 -4.158 -0.682
O -1.184 -4.682 -1.654
C -1.317 -2.818 -0.294
N -2.574 -2.413 -0.525
C -2.631 -1.196 -0.007
N -3.777 -0.441 -0.019
P -3.911 1.086 0.615
O -3.170 2.067 -0.368
O -5.465 1.428 0.547
S -3.239 1.205 2.430
N -1.463 -0.823 0.525
N -0.624 -1.884 0.362
P 1.101 -2.003 0.967
O 1.150 -0.424 1.332
O 2.012 -2.107 -0.343
H -4.569 -0.896 -0.453
H -3.158 2.954 0.055
H -5.830 1.317 1.441
H -1.216 0.034 1.006
H 2.070 -0.200 1.568
H 2.047 -3.039 -0.639
C -1.458 4.935 -1.031
O -2.700 4.841 -0.324
H -0.879 4.041 -0.808
H -1.633 4.993 -2.101
H -0.898 5.814 -0.705
H -3.223 5.623 -0.525
C -6.747 2.436 -2.523
O -7.357 2.785 -1.282
H -7.164 3.070 -3.298
H -5.664 2.592 -2.479
H -6.954 1.394 -2.776
H -6.983 2.217 -0.599
C -6.279 6.879 -1.026
O -5.386 5.803 -1.315
H -5.881 7.410 -0.165
H -6.350 7.571 -1.868
H -7.276 6.505 -0.783
H -5.736 5.327 -2.075
C -1.081 7.750 -4.326
O -1.650 6.641 -3.633
H -0.124 7.425 -4.726
H -1.719 8.071 -5.153
H -0.915 8.594 -3.652
H -2.498 6.927 -3.280
C -7.070 4.776 1.940
O -8.067 4.082 1.204
H -7.486 5.010 2.918
H -6.171 4.167 2.078
H -6.789 5.710 1.447
H -7.704 3.870 0.334
C 3.198 -4.809 2.541
O 2.836 -5.947 1.768
H 3.716 -5.162 3.430
H 3.867 -4.152 1.978
H 2.309 -4.248 2.842
H 2.368 -5.632 0.987
C 3.564 -5.490 -1.784
O 2.595 -4.443 -1.917
H 4.484 -5.183 -2.273
H 3.767 -5.680 -0.727
H 3.191 -6.399 -2.258
H 1.783 -4.747 -1.483
C 3.708 2.406 3.173
O 2.876 1.605 2.336
H 4.739 2.145 2.951
H 3.558 3.468 2.968
H 3.510 2.209 4.228
H 1.962 1.838 2.529
C -6.686 4.216 -6.138
O -6.676 2.862 -5.697
H -7.624 4.658 -5.811
H -5.856 4.781 -5.703
H -6.627 4.279 -7.227
H -5.848 2.468 -5.986
C 6.788 -5.210 2.012
O 6.693 -3.847 2.413
H 6.385 -5.298 1.006
H 7.827 -5.552 2.009
H 6.206 -5.848 2.682
H 7.050 -3.773 3.309
C 7.535 -2.978 6.329
O 7.949 -3.196 4.984
H 6.814 -3.751 6.578
H 8.382 -3.048 7.015
H 7.060 -2.000 6.439
H 8.586 -2.515 4.747
C 9.583 -1.132 1.378
O 8.277 -1.392 1.870
H 9.760 -0.061 1.459
H 10.345 -1.658 1.962
H 9.679 -1.424 0.329
H 8.110 -2.342 1.803
C 2.158 -9.087 -1.206
O 3.338 -9.827 -1.513
H 2.283 -8.650 -0.218
H 2.012 -8.288 -1.936
H 1.282 -9.739 -1.204
H 3.225 -10.210 -2.387



# 4
96
Properties=species:S:1:pos:R:3 method="wB97M-V/def2-TZVPD" e_homo_ha=-0.314 relative_energy_kcal_mol=96.4
C -2.186 0.672 3.150
C -2.556 2.069 2.767
O -2.397 2.289 1.433
H -2.302 0.482 4.185
H -1.167 0.431 2.851
H -2.908 0.050 2.723
H -1.874 2.646 3.372
H -3.569 2.311 3.027
H -3.003 3.076 1.297
C -4.666 0.524 0.384
C -5.192 -0.713 -0.395
O -4.576 -1.822 0.246
H -3.561 0.434 0.465
H -5.114 0.700 1.362
H -4.896 1.455 -0.064
H -4.990 -0.621 -1.479
H -6.254 -0.855 -0.308
H -5.074 -1.878 1.097
C -2.021 -4.032 1.872
O -0.780 -4.583 2.095
N -2.258 -2.740 1.694
N -3.108 -4.711 2.117
H -1.537 -2.178 1.269
H -3.185 -2.304 1.563
H -2.907 -5.704 2.312
H -3.990 -4.460 1.662
C -0.100 0.154 -0.186
O -0.794 -0.920 0.402
N -0.573 1.371 -0.210
N 1.004 0.042 -0.846
H -1.311 1.605 0.523
H -0.135 2.143 -0.698
H 1.459 -0.889 -0.769
H 1.687 0.760 -0.874
C 6.203 2.451 -0.279
O 6.891 2.146 -1.450
N 6.698 2.994 0.772
N 5.020 2.080 -0.131
H 7.456 3.616 0.646
H 6.148 3.169 1.613
H 4.384 1.884 -0.952
H 4.475 2.651 0.595
C -2.324 -3.446 -1.696
O -1.660 -3.797 -2.872
H -2.730 -4.260 -1.070
H -3.072 -2.853 -1.948
H -1.848 -2.769 -0.985
H -1.556 -3.045 -3.471
C 0.662 -1.861 3.201
O 1.822 -1.236 3.728
H 0.563 -2.844 3.749
H 0.878 -2.186 2.194
H -0.209 -1.314 3.071
H 2.405 -1.979 4.074
C 0.875 2.814 2.707
O 1.315 1.981 1.671
H 0.226 2.270 3.396
H 0.224 3.520 2.331
H 1.614 3.325 3.320
H 0.662 1.454 1.241
C 0.217 -1.565 -4.517
O -0.249 -1.368 -3.202
H 0.919 -2.340 -4.465
H 0.824 -0.709 -4.859
H -0.625 -1.683 -5.176
H 0.237 -0.637 -2.754
C 3.223 0.680 -2.712
O 2.787 1.842 -1.906
H 4.007 0.921 -3.445
H 2.302 0.312 -3.158
H 3.449 -0.223 -2.124
H 2.439 2.572 -2.420
C 1.244 -3.504 -0.503
O 1.952 -2.453 -1.261
H 0.176 -3.410 -0.092
H 1.728 -3.512 0.498
H 1.348 -4.540 -0.898
H 2.506 -2.987 -1.807
C -2.485 1.756 -3.280
O -2.762 1.124 -2.080
H -3.477 1.608 -3.814
H -1.640 1.451 -3.816
H -2.368 2.795 -3.107
H -2.061 1.390 -1.443
C 3.929 -0.737 0.935
O 5.318 -0.516 0.629
H 3.400 0.133 0.506
H 3.600 -0.942 1.901
H 3.711 -1.501 0.290
H 5.362 0.439 0.453
C 0.005 4.407 -0.289
O 0.191 3.639 -1.468
H 0.820 4.126 0.293
H -0.977 4.152 0.225
H 0.107 5.457 -0.539
H 0.554 4.257 -2.089



# 5
90
Properties=species:S:1:pos:R:3 method="wB97M-V/def2-TZVPD" e_homo_ha=-0.369 relative_energy_kcal_mol=119.0
C 4.923 -5.907 -1.702
O 4.479 -6.364 -0.436
H 5.982 -6.046 -1.916
H 4.367 -6.469 -2.454
H 4.781 -4.828 -1.755
H 4.508 -5.593 0.135
C 6.522 -4.400 5.322
O 5.733 -3.713 4.344
H 6.414 -5.468 5.128
H 7.584 -4.162 5.272
H 6.200 -4.231 6.349
H 4.877 -3.512 4.729
C 7.878 1.904 2.910
O 7.921 0.665 2.258
H 8.034 2.765 2.259
H 6.902 1.896 3.394
H 8.672 2.001 3.650
H 7.577 -0.006 2.853
C -6.245 0.215 -5.960
O -6.914 1.461 -6.103
H -5.642 0.204 -6.867
H -5.572 0.187 -5.103
H -6.905 -0.653 -5.967
H -7.452 1.371 -6.893
C -3.405 2.090 6.475
C -4.521 1.411 7.209
O -5.376 0.753 6.358
H -2.818 2.795 7.065
H -3.746 2.670 5.617
H -2.651 1.427 6.051
H -5.084 2.115 7.822
H -4.130 0.602 7.825
H -6.233 0.704 6.788
C 1.869 0.044 -0.277
C 0.510 -0.651 0.225
O -0.612 -0.214 -0.536
H 2.676 -0.184 0.418
H 1.807 1.125 -0.152
H 2.076 -0.375 -1.262
H 0.364 -0.377 1.270
H 0.526 -1.740 0.243
H -1.411 -0.383 -0.032
C 3.135 7.413 3.222
C 2.234 8.585 3.648
O 2.738 9.801 3.250
H 2.718 6.427 3.431
H 4.027 7.458 3.846
H 3.401 7.412 2.165
H 2.050 8.552 4.722
H 1.314 8.404 3.092
H 2.430 10.559 3.751
C 0.609 -3.498 -6.054
C -0.557 -2.768 -6.685
O -0.032 -1.597 -7.228
H 0.397 -4.531 -5.779
H 0.866 -2.989 -5.126
H 1.460 -3.659 -6.716
H -1.266 -2.508 -5.899
H -1.076 -3.366 -7.433
H 0.096 -1.014 -6.476
C -3.652 -6.908 0.030
C -3.991 -6.457 -1.350
O -5.382 -6.523 -1.586
H -2.568 -6.944 0.136
H -4.058 -7.888 0.278
H -4.116 -6.290 0.798
H -3.509 -7.135 -2.056
H -3.561 -5.474 -1.540
H -5.783 -5.717 -1.254
C -1.280 5.759 -5.279
C -1.302 4.729 -4.147
O -0.394 3.668 -4.316
H -0.350 6.318 -5.173
H -2.038 6.526 -5.121
H -1.290 5.248 -6.242
H -2.295 4.286 -4.067
H -1.083 5.313 -3.253
H -0.575 3.059 -3.597
O -7.696 -2.171 -0.836
H -7.257 -1.379 -0.527
H -8.609 -2.058 -0.571
O 1.780 -2.329 6.200
H 2.004 -1.585 6.759
H 1.644 -3.055 6.810
O -5.420 1.005 1.729
H -5.383 1.962 1.726
H -5.541 0.772 2.649
O 4.554 3.649 -4.688
H 4.489 4.488 -5.144
H 3.655 3.322 -4.658



Orbital gap readings, ordered: 9.3 8.5 8.9 8.2 10.2 eV
F_max readings, ordered: 2.9 3.7 2.1 11.4 2.5 eV/A